{
  "formula": "C32H82N6O14PSn2",
  "method": "wB97M-V/def2-TZVPD",
  "charge": 1,
  "relative_energy_kj_mol": 1750.0,
  "orbital_gap_ev": 1.796,
  "homo_energy_ha": -0.3496,
  "spin_multiplicity": 1,
  "total_energy_ha": -3419.21614,
  "symbols": ["Sn", "Sn", "P", "O", "O", "O", "O", "O", "O", "O", "O", "O", "O", "O", "O", "O", "O", "N", "N", "N", "N", "N", "N", "C", "C", "C", "C", "C", "C", "C", "C", "C", "C", "C", "C", "C", "C", "C", "C", "C", "C", "C", "C", "C", "C", "C", "C", "C", "C", "C", "C", "C", "C", "C", "C", "H", "H", "H", "H", "H", "H", "H", "H", "H", "H", "H", "H", "H", "H", "H", "H", "H", "H", "H", "H", "H", "H", "H", "H", "H", "H", "H", "H", "H", "H", "H", "H", "H", "H", "H", "H", "H", "H", "H", "H", "H", "H", "H", "H", "H", "H", "H", "H", "H", "H", "H", "H", "H", "H", "H", "H", "H", "H", "H", "H", "H", "H", "H", "H", "H", "H", "H", "H", "H", "H", "H", "H", "H", "H", "H", "H", "H", "H", "H", "H", "H", "H"],
  "xyz": [[5.828, 2.127, -4.167], [3.817, -1.126, -11.413], [1.362, 1.564, -7.338], [0.449, 1.185, -8.512], [6.517, 6.639, -12.253], [3.253, 5.438, -0.704], [-8.495, 3.061, -10.673], [2.512, -2.766, -0.793], [0.804, 2.301, -6.058], [-2.869, 8.187, -6.318], [8.025, -1.401, -2.073], [-4.801, -3.692, -6.107], [6.623, 6.437, -4.062], [2.133, 0.243, -6.961], [2.535, 2.422, -7.845], [-5.470, 3.732, -2.461], [2.784, 2.421, -14.992], [-1.567, -3.616, -8.053], [3.645, 6.431, -3.357], [-3.338, 5.610, -4.752], [5.177, -2.116, -1.121], [3.646, 4.443, -12.846], [-5.275, 1.551, -11.368], [2.548, 3.881, -15.037], [-3.500, -3.270, -6.611], [8.040, 6.657, -4.198], [4.359, 7.237, -4.358], [-1.870, 9.161, -6.420], [-5.929, 3.708, -12.105], [-5.690, 3.775, -1.122], [4.485, -2.930, -2.172], [1.112, -2.582, -0.764], [5.803, 5.436, -12.295], [-8.248, 3.622, -9.391], [4.499, 5.606, -13.086], [-2.745, -4.244, -7.557], [-7.598, 2.037, -11.008], [-2.357, 6.857, -6.649], [7.477, -2.761, -1.971], [6.988, 7.191, -13.483], [1.691, 1.743, -15.653], [-4.321, 4.659, -4.275], [-6.180, 2.594, -11.055], [2.962, -2.639, -2.124], [2.404, 4.511, -13.617], [3.084, 7.209, -2.380], [2.350, 6.335, -1.313], [2.733, 4.410, 0.104], [9.378, -1.297, -2.456], [-3.282, 5.756, -6.243], [5.818, 7.689, -3.935], [-5.359, -2.858, -5.125], [-4.396, 4.607, -2.785], [-2.418, -5.591, -6.926], [6.424, -2.794, -0.788], [8.309, 7.203, -5.102], [-4.289, 5.989, -6.589], [-1.756, -6.186, -7.555], [-4.521, 5.611, -2.380], [2.855, 5.982, -3.797], [9.551, -1.970, -3.295], [6.939, -2.260, 0.011], [4.854, -2.682, -3.167], [-5.328, 4.879, -4.631], [-4.440, 1.796, -10.855], [-6.397, 3.411, -13.043], [1.913, 3.916, -0.418], [1.602, 5.844, -1.936], [3.486, 4.310, -15.388], [1.834, 5.439, -13.680], [-3.392, -4.314, -8.432], [-1.326, 9.033, -5.484], [3.796, 7.899, -1.928], [10.080, -1.647, -1.699], [-6.409, 4.647, -11.830], [-7.586, 4.476, -9.536], [-3.322, -6.199, -6.908], [0.778, -2.829, 0.244], [-3.484, 4.135, -2.422], [-2.232, 6.863, -7.732], [8.264, -3.353, -1.504], [2.400, 4.935, 0.999], [-5.786, 2.963, -10.108], [-5.069, 3.244, -0.401], [0.697, 2.095, -15.381], [-1.411, 6.611, -6.167], [-4.854, 3.852, -12.214], [6.172, 7.620, -14.066], [-2.498, 5.062, -4.630], [2.419, 7.883, -2.919], [-5.569, 0.744, -10.837], [-2.065, -5.656, -5.897], [-7.643, 1.213, -10.295], [2.414, -3.328, -2.768], [1.774, 4.258, -15.706], [-1.147, 9.052, -7.229], [-0.977, -3.355, -7.276], [4.080, 6.488, -12.601], [6.254, -3.791, -0.382], [1.962, 6.949, -0.501], [4.494, -3.987, -1.904], [-5.739, 4.780, -0.705], [-6.609, 3.220, -0.931], [7.208, -3.324, -2.864], [4.639, 5.805, -14.149], [0.500, -3.145, -1.469], [3.855, 8.143, -4.695], [-3.985, 3.723, -4.721], [8.553, 5.696, -4.155], [5.660, 5.023, -11.297], [2.748, -1.616, -2.432], [0.923, -1.520, -0.915], [-4.585, -2.232, -4.682], [-9.181, 3.900, -8.900], [4.538, -1.945, -0.357], [-1.879, -2.683, -8.283], [7.599, 6.468, -14.024], [-5.965, -3.375, -4.382], [-3.624, -2.335, -7.158], [8.471, 7.064, -3.283], [5.826, 8.017, -2.895], [3.598, 3.759, 0.232], [9.625, -0.292, -2.798], [-5.978, -2.067, -5.548], [-2.177, 10.205, -6.480], [7.692, 7.968, -13.189], [1.794, 3.790, -13.072], [1.570, 2.018, -16.701], [4.421, 6.665, -5.283], [6.436, 4.661, -12.728], [-7.872, 1.587, -11.963], [-2.980, 4.806, -6.682], [1.695, 0.669, -15.466], [6.132, 8.403, -4.696], [-2.828, -2.997, -5.797], [3.508, 4.318, -11.853], [-7.658, 2.981, -8.736]],
  "lowdin_charge": [1.0511, 0.8855, -0.0364, -0.2249, -0.2011, -0.2229, -0.1737, -0.1991, -0.2497, -0.1794, -0.2215, -0.1769, -0.2470, -0.2501, -0.2232, -0.1562, -0.1960, 0.0270, -0.0805, -0.0598, -0.0591, -0.0693, 0.0163, -0.1806, -0.1804, -0.1178, -0.1878, -0.1444, -0.0435, -0.1814, -0.1837, -0.1082, -0.2410, -0.1019, -0.2090, -0.4593, -0.2083, -0.2095, -0.1691, -0.0896, -0.1239, -0.2365, -0.4854, -0.2373, -0.2074, -0.2625, -0.1885, -0.0967, -0.1286, -0.2027, -0.1275, -0.1279, -0.2211, -0.0595, -0.2038, 0.0883, 0.1210, 0.0721, 0.1287, 0.1168, 0.0815, 0.1148, 0.1094, 0.1289, 0.0764, 0.0797, 0.0857, 0.1176, 0.1027, 0.1158, 0.1406, 0.0824, 0.1192, 0.0885, 0.0685, 0.0808, 0.0745, 0.0923, 0.1267, 0.1226, 0.1079, 0.0900, 0.1226, 0.0823, 0.0773, 0.1172, 0.0722, 0.0843, 0.0968, 0.1201, 0.0664, 0.0780, 0.1195, 0.1209, 0.1178, 0.0791, 0.0714, 0.1232, 0.1140, 0.1253, 0.1165, 0.0885, 0.0910, 0.1126, 0.1133, 0.0896, 0.1086, 0.1218, 0.0686, 0.1195, 0.1157, 0.0879, 0.0768, 0.0912, 0.0970, 0.0643, 0.0886, 0.0890, 0.1153, 0.0833, 0.1134, 0.0882, 0.0797, 0.0794, 0.0855, 0.0884, 0.1130, 0.0810, 0.1132, 0.1139, 0.1350, 0.1190, 0.0787, 0.1165, 0.1164, 0.1055, 0.0842]
}